#w
Here is an isolated molecule of C4H9N3O from the Open Molecules 2025 dataset. Energies are from the ωB97M-V functional and the def2-TZVPD basis.

Structure (XYZ):
```
17
C4H9N3O the ωB97M-V functional and the def2-TZVPD basis
C 1.883 -0.574 0.068
N -1.351 -0.080 0.961
C -0.729 -0.768 -0.059
C 0.666 0.294 -0.052
N -2.091 0.909 0.490
C 0.703 1.619 -0.175
O -0.415 -2.072 0.295
N -0.873 -0.439 -1.381
H -0.600 -2.164 1.239
H -2.236 0.988 -0.520
H -2.558 1.481 1.175
H -0.454 -1.172 -1.948
H 1.890 -1.133 1.004
H 1.931 -1.303 -0.742
H 2.775 0.051 0.010
H 1.634 2.143 -0.009
H -0.176 2.218 -0.355
```

Output
lowest unoccupied orbital energy (spin up / spin down)	0.000 / 0.021	Ha
Kohn-Sham gap (spin up / spin down)	7.2 / 8.3	eV
molar mass	115.14	g mol⁻¹

***

#x
Here is a structure of composition C4H9N3O from the Open Molecules 2025 dataset. Energies are from the ωB97M-V functional and the def2-TZVPD basis.

Structure (XYZ):
```
17
C4H9N3O the ωB97M-V functional and the def2-TZVPD basis
C -1.088 -2.378 0.306
C -0.398 -1.079 -0.416
C -0.749 -0.574 -1.659
C 0.790 1.026 0.465
H -0.302 -2.872 0.868
H -1.146 -3.046 -0.910
H -2.080 -2.042 0.950
H -0.320 0.500 -1.868
H -1.668 -1.196 -2.119
H 1.370 -0.747 2.331
H 2.093 1.018 1.149
H 0.796 3.642 0.594
H 0.515 3.623 -1.076
N 0.568 -0.309 0.376
N 0.248 1.836 -0.479
N 0.954 3.202 -0.287
O 0.417 -0.603 1.776
```

Output
lowest unoccupied orbital energy	0.011	Ha
Kohn-Sham gap	8.5	eV
molar mass	115.14	g mol⁻¹

***

Of them, #x has the lowest stability.

***

#w
Here is an isolated molecule of C3H3NO from the Open Molecules 2025 dataset. Energies are from the ωB97M-V functional and the def2-TZVPD basis.

Structure (XYZ):
```
8
C3H3NO the ωB97M-V functional and the def2-TZVPD basis
C -1.697 0.613 -1.103
C -0.832 0.320 -0.322
C 0.175 -0.021 0.670
N 1.355 -0.516 0.253
O 0.018 0.096 1.872
H -2.470 0.881 -1.787
H 1.636 -0.655 -0.712
H 1.806 -0.714 1.132
```

Output
lowest unoccupied orbital energy	0.033	Ha
Kohn-Sham gap	11.3	eV
molar mass	69.06	g mol⁻¹

***

#x
Here is an isolated molecule of C3H3NO from the Open Molecules 2025 dataset. Energies are from the ωB97M-V functional and the def2-TZVPD basis.

Structure (XYZ):
```
8
C3H3NO the ωB97M-V functional and the def2-TZVPD basis
C 1.959 0.950 0.050
C 0.874 0.429 -0.009
C -0.473 -0.144 -0.124
N -0.749 -1.075 0.837
O -1.258 0.185 -0.989
H 2.928 1.405 0.124
H -0.108 -1.271 1.587
H -1.667 -1.495 0.836
```

Output
lowest unoccupied orbital energy	0.033	Ha
Kohn-Sham gap	11.3	eV
molar mass	69.06	g mol⁻¹

***

#y
Here is an isolated molecule of C3H3NO from the Open Molecules 2025 dataset. Energies are from the ωB97M-V functional and the def2-TZVPD basis.

Structure (XYZ):
```
8
C3H3NO the ωB97M-V functional and the def2-TZVPD basis
C 0.162 0.881 -0.264
C -0.927 0.206 0.385
N -0.720 -1.046 0.661
O 0.619 -1.229 0.349
C 1.117 -0.128 -0.193
H -0.560 0.819 -1.121
H -1.878 0.696 0.563
H 2.186 -0.200 -0.379
```

Output
lowest unoccupied orbital energy	0.013	Ha
Kohn-Sham gap	9.9	eV
molar mass	69.06	g mol⁻¹

***

#z
Here is a structure of composition C3H3NO from the Open Molecules 2025 dataset. Energies are from the ωB97M-V functional and the def2-TZVPD basis.

Structure (XYZ):
```
8
C3H3NO the ωB97M-V functional and the def2-TZVPD basis
C 0.955 -0.364 0.157
C -0.412 -0.062 0.008
O -1.140 -1.001 0.476
C -1.020 1.101 -0.603
N -1.463 2.050 -1.095
H 1.256 -0.381 1.207
H 0.032 -1.511 0.481
H 1.710 0.035 -0.517
```

Output
lowest unoccupied orbital energy	-0.036	Ha
Kohn-Sham gap	8.8	eV
molar mass	69.06	g mol⁻¹

***

Of them, #y has the lowest stability.

***

#w
Here is an isolated molecule of C3H3NO from the Open Molecules 2025 dataset. Energies are from the ωB97M-V functional and the def2-TZVPD basis.

Structure (XYZ):
```
8
C3H3NO the ωB97M-V functional and the def2-TZVPD basis
N -1.194 1.545 -0.919
C -0.599 0.558 -1.072
C 0.511 -0.222 -0.533
C -0.026 -0.408 0.824
O 0.633 -1.464 0.128
H 1.477 0.222 -0.754
H 0.283 0.414 1.467
H -1.085 -0.645 0.860
```

Output
lowest unoccupied orbital energy	0.023	Ha
Kohn-Sham gap	11.1	eV
molar mass	69.06	g mol⁻¹

***

#x
Here is an isolated molecule of C3H3NO from the Open Molecules 2025 dataset. Energies are from the ωB97M-V functional and the def2-TZVPD basis.

Structure (XYZ):
```
8
C3H3NO the ωB97M-V functional and the def2-TZVPD basis
N 1.443 0.153 0.242
C 2.531 -0.076 0.625
C 0.163 0.445 -0.259
C -0.950 -0.468 -0.006
O -0.821 0.773 0.680
H 0.194 1.060 -1.155
H -1.767 -0.530 -0.724
H -0.772 -1.355 0.598
```

Output
lowest unoccupied orbital energy	0.033	Ha
Kohn-Sham gap	12.2	eV
molar mass	69.06	g mol⁻¹

***

Of them, #w has the lowest stability.

***

#w
Here is a cluster of 2 separate species, C3H9N2O2 in total from the Open Molecules 2025 dataset. Energies are from the ωB97M-V functional and the def2-TZVPD basis.

Structure (XYZ):
```
16
C3H9N2O2 the ωB97M-V functional and the def2-TZVPD basis
C -0.850 -1.246 -1.712
C 1.453 1.643 -0.486
C 0.114 1.082 0.317
N -1.711 -1.935 -1.066
N 0.368 0.946 1.743
O 0.402 -1.392 -1.477
O -0.838 0.474 -0.172
H 2.351 1.227 0.027
H 1.507 2.705 -0.411
H 1.230 1.197 -1.456
H -2.710 -2.254 -1.115
H -1.120 -2.413 -0.403
H -0.409 0.787 2.303
H 1.193 1.389 2.160
H 1.075 -0.760 -1.808
H -1.348 -0.799 -2.488
```

Output
lowest unoccupied orbital energy (spin up / spin down)	-0.129 / -0.266	Ha
charge	+1
expectation value of S²	2.009
2S+1	3
Kohn-Sham gap (spin up / spin down)	5.6 / 6.7	eV
molar mass	105.12	g mol⁻¹

***

#x
Here is a cluster of 2 separate species, C3H9N2O2 in total from the Open Molecules 2025 dataset. Energies are from the ωB97M-V functional and the def2-TZVPD basis.

Structure (XYZ):
```
16
C3H9N2O2 the ωB97M-V functional and the def2-TZVPD basis
C -2.238 0.521 -1.496
C -1.743 -0.310 -0.628
C 0.353 -1.134 0.170
N 1.497 1.360 1.381
N -0.391 -0.677 -0.771
O 1.596 -1.257 -0.220
O 0.619 0.342 1.590
H -3.244 0.927 -1.333
H -1.648 0.693 -2.431
H -2.241 -0.885 0.136
H 0.000 -1.751 0.998
H 1.471 1.408 0.332
H 1.443 2.266 1.808
H 2.493 1.002 1.799
H 0.069 -0.500 -1.606
H 1.966 -2.002 0.270
```

Output
lowest unoccupied orbital energy (spin up / spin down)	-0.121 / -0.235	Ha
charge	+1
expectation value of S²	2.010
2S+1	3
Kohn-Sham gap (spin up / spin down)	6.0 / 7.6	eV
molar mass	105.12	g mol⁻¹

***

Of them, #x has the lowest stability.

***

#w
Here is a cluster of 2 separate species, C2HN3O3 in total from the Open Molecules 2025 dataset. Energies are from the ωB97M-V functional and the def2-TZVPD basis.

Structure (XYZ):
```
9
C2HN3O3 the ωB97M-V functional and the def2-TZVPD basis
C 1.509 -0.739 -0.628
C -0.705 2.059 -0.478
N 2.578 -0.804 -1.016
N 0.293 -0.425 -0.263
N -0.395 -0.964 0.705
O 0.114 2.391 -1.185
O -0.226 -1.917 1.404
O -1.559 -0.282 0.912
H -1.608 0.681 0.550
```

Output
lowest unoccupied orbital energy	-0.035	Ha
Kohn-Sham gap	9.8	eV
molar mass	115.05	g mol⁻¹

***

#x
Here is an isolated molecule of C2HN3O3 from the Open Molecules 2025 dataset. Energies are from the ωB97M-V functional and the def2-TZVPD basis.

Structure (XYZ):
```
9
C2HN3O3 the ωB97M-V functional and the def2-TZVPD basis
O 2.174 -1.189 -0.385
C 1.307 -0.344 -0.161
O 1.765 0.976 0.474
C -0.189 -0.185 -0.264
N -0.901 -1.304 0.307
N -2.076 -1.011 0.270
O -2.111 0.529 -0.224
N -0.899 0.852 -0.451
H 0.930 1.677 0.435
```

Output
lowest unoccupied orbital energy	-0.040	Ha
Kohn-Sham gap	10.6	eV
molar mass	115.05	g mol⁻¹

***

#y
Here is an isolated molecule of C2HN3O3 from the Open Molecules 2025 dataset. Energies are from the ωB97M-V functional and the def2-TZVPD basis.

Structure (XYZ):
```
9
C2HN3O3 the ωB97M-V functional and the def2-TZVPD basis
C -1.199 0.479 -0.233
C 1.222 -0.263 0.380
N -1.473 -0.720 -0.895
N 1.080 -1.503 -0.258
N 0.124 0.606 0.252
O -1.995 1.362 -0.095
O 2.199 0.060 0.992
O -0.255 -1.540 -0.812
H 0.296 1.518 0.669
```

Output
lowest unoccupied orbital energy (spin up / spin down)	-0.110 / -0.114	Ha
Kohn-Sham gap (spin up / spin down)	8.7 / 8.6	eV
molar mass	115.05	g mol⁻¹

***

Of them, #y has the lowest stability.

***

#w
Here is a structure of composition C2HN3O3 from the Open Molecules 2025 dataset. Energies are from the ωB97M-V functional and the def2-TZVPD basis.

Structure (XYZ):
```
9
C2HN3O3 the ωB97M-V functional and the def2-TZVPD basis
C 0.448 0.706 0.724
C -0.280 -0.453 1.105
N 1.685 0.473 1.063
N 0.525 -1.344 1.669
N -2.008 -1.388 1.262
O -2.679 -1.375 0.324
O -2.120 -1.960 2.276
O 1.729 -0.787 1.639
H 0.293 1.766 0.389
```

Output
lowest unoccupied orbital energy	-0.028	Ha
Kohn-Sham gap	10.6	eV
molar mass	115.05	g mol⁻¹

***

#x
Here is an isolated molecule of C2HN3O3 from the Open Molecules 2025 dataset. Energies are from the ωB97M-V functional and the def2-TZVPD basis.

Structure (XYZ):
```
9
C2HN3O3 the ωB97M-V functional and the def2-TZVPD basis
C 0.313 0.381 0.158
C -1.813 -0.247 0.100
N 1.374 1.130 0.436
N -0.897 0.717 0.334
N 2.136 -0.673 -0.551
O -1.875 -1.263 0.702
O 2.390 0.511 -0.021
O 0.830 -0.750 -0.550
H -2.459 0.194 -0.609
```

Output
lowest unoccupied orbital energy (spin up / spin down)	-0.064 / -0.077	Ha
Kohn-Sham gap (spin up / spin down)	8.2 / 7.8	eV
molar mass	115.05	g mol⁻¹

***

Of them, #w has the lowest stability.